[1]
{
  "formula": "C53H77BrI2N4OP",
  "method": "ωB97M-V/def2-TZVPD",
  "charge": 1,
  "homo_energy_ev": -10.75,
  "e_lumo_ev": -3.3,
  "homo_lumo_gap_ev": 7.49,
  "elements": ["C", "C", "C", "C", "C", "C", "C", "C", "C", "C", "P", "N", "O", "C", "C", "C", "C", "I", "C", "C", "C", "I", "C", "C", "N", "N", "C", "N", "C", "Br", "C", "C", "H", "H", "H", "H", "H", "H", "H", "H", "H", "H", "H", "H", "H", "H", "H", "H", "H", "H", "H", "H", "H", "H", "H", "H", "H", "H", "H", "H", "H", "H", "H", "H", "H", "H", "H", "H", "H", "H", "H", "H", "H", "H", "H", "H", "H", "H", "H", "C", "C", "C", "C", "C", "C", "H", "H", "H", "H", "H", "H", "C", "C", "C", "C", "C", "C", "H", "H", "H", "H", "H", "H", "C", "C", "C", "C", "C", "C", "H", "H", "H", "H", "H", "H", "C", "C", "C", "C", "C", "C", "H", "H", "H", "H", "H", "H", "C", "C", "C", "C", "C", "C", "H", "H", "H", "H", "H", "H"],
  "coordinates": [[4.288, 0.677, 2.090], [4.186, 0.002, 0.733], [4.138, -1.527, 0.823], [2.752, -2.133, 0.670], [2.330, -2.365, -0.798], [0.994, -3.147, -0.791], [-0.109, -2.636, -1.735], [-0.425, -1.121, -1.744], [-1.932, -0.804, -1.559], [-2.323, 0.505, -0.797], [-2.462, -0.128, 0.989], [-0.981, -0.943, 1.259], [-3.517, -1.404, 0.882], [-1.419, 1.782, -1.032], [-1.016, 1.864, -2.575], [0.318, 2.534, -2.953], [1.505, 1.578, -3.037], [3.325, 2.642, -3.353], [-0.183, 2.164, -0.183], [0.129, 2.086, 1.332], [-0.703, 2.353, 2.613], [-2.603, 3.299, 2.722], [-2.394, 2.916, -1.085], [-1.957, 4.344, -1.226], [-1.363, 4.956, -0.042], [-3.614, 2.509, -1.135], [-4.717, 3.503, -1.222], [-6.037, 2.967, -1.402], [-3.688, 1.057, -1.230], [-4.023, 0.851, -3.240], [-4.974, 0.383, -0.714], [-5.491, 0.879, 0.641], [4.617, 1.701, 1.939], [5.020, 0.207, 2.731], [3.331, 0.758, 2.585], [3.372, 0.403, 0.132], [5.097, 0.261, 0.205], [4.481, -1.777, 1.822], [4.857, -1.985, 0.157], [2.784, -3.105, 1.156], [1.994, -1.568, 1.200], [2.251, -1.377, -1.237], [3.125, -2.935, -1.258], [0.673, -3.262, 0.233], [1.220, -4.153, -1.128], [-1.027, -3.161, -1.476], [0.168, -2.982, -2.720], [0.173, -0.638, -0.983], [-0.083, -0.748, -2.693], [-2.324, -0.771, -2.567], [-2.378, -1.680, -1.100], [-1.018, -1.873, 0.846], [-0.880, -1.071, 2.261], [-3.649, -1.739, 1.781], [-1.771, 2.404, -3.132], [-1.016, 0.895, -3.049], [0.579, 3.428, -2.404], [0.196, 2.872, -3.976], [1.357, 0.983, -3.925], [1.558, 0.882, -2.216], [0.623, 1.594, -0.621], [0.068, 3.168, -0.469], [0.598, 1.130, 1.501], [0.982, 2.740, 1.434], [-0.093, 2.907, 3.308], [-0.863, 1.419, 3.119], [-1.169, 4.309, -1.966], [-2.716, 4.984, -1.663], [-2.087, 5.352, 0.538], [-0.722, 5.688, -0.320], [-4.640, 4.167, -0.368], [-4.509, 4.122, -2.080], [-6.516, 3.501, -2.110], [-6.553, 2.986, -0.535], [-5.748, 0.620, -1.413], [-4.870, -0.688, -0.772], [-6.556, 1.052, 0.600], [-5.041, 1.833, 0.880], [-5.279, 0.217, 1.465], [4.079, -7.306, 2.678], [2.883, -7.941, 2.983], [1.741, -7.660, 2.248], [1.795, -6.750, 1.202], [2.992, -6.117, 0.893], [4.132, -6.392, 1.635], [4.969, -7.523, 3.253], [2.843, -8.656, 3.794], [0.807, -8.152, 2.489], [0.904, -6.534, 0.626], [3.034, -5.401, 0.081], [5.065, -5.895, 1.398], [6.740, 0.983, 7.161], [5.564, 0.309, 7.459], [4.408, 0.582, 6.743], [4.430, 1.523, 5.723], [5.607, 2.195, 5.423], [6.761, 1.927, 6.144], [7.641, 0.772, 7.721], [5.549, -0.429, 8.250], [3.489, 0.061, 6.979], [3.528, 1.733, 5.161], [5.624, 2.928, 4.626], [7.678, 2.454, 5.914], [-5.608, 5.127, 7.661], [-4.574, 5.564, 8.477], [-3.260, 5.480, 8.039], [-2.980, 4.966, 6.781], [-4.013, 4.532, 5.964], [-5.327, 4.608, 6.405], [-6.632, 5.190, 8.005], [-4.793, 5.970, 9.456], [-2.454, 5.816, 8.679], [-1.955, 4.904, 6.437], [-3.788, 4.132, 4.982], [-6.134, 4.265, 5.770], [6.169, -5.630, -4.876], [5.833, -4.461, -5.545], [4.638, -3.817, -5.258], [3.783, -4.340, -4.298], [4.121, -5.507, -3.627], [5.313, -6.154, -3.919], [7.100, -6.133, -5.102], [6.503, -4.052, -6.289], [4.373, -2.909, -5.784], [2.851, -3.835, -4.071], [3.454, -5.914, -2.876], [5.574, -7.067, -3.400], [-4.384, -0.684, -8.466], [-4.386, -0.189, -7.170], [-4.673, 1.149, -6.939], [-4.968, 1.991, -8.002], [-4.969, 1.494, -9.298], [-4.674, 0.158, -9.530], [-4.158, -1.726, -8.647], [-4.162, -0.847, -6.339], [-4.669, 1.537, -5.928], [-5.197, 3.033, -7.822], [-5.201, 2.149, -10.127], [-4.671, -0.227, -10.541]],
  "forces_ev_per_a": [[-0.2, 0.7, -0.5], [0.8, -0.4, -0.1], [-0.5, 0.5, 0.7], [0.7, -0.7, -0.6], [-0.6, 0.1, 1.6], [0.6, 0.3, -0.9], [-0.2, 0.0, 0.6], [0.1, -0.4, 0.5], [0.9, 0.2, -0.8], [0.3, -0.9, -0.4], [0.3, 1.3, 1.9], [-0.6, -0.1, -0.5], [0.3, -0.1, -0.5], [0.0, 0.3, -0.1], [1.0, 0.2, -0.1], [0.2, -0.2, -0.5], [-0.4, 0.1, -0.3], [-0.1, -0.2, 0.2], [0.2, -0.4, 0.1], [-0.1, 0.1, 0.2], [0.2, -0.4, -0.3], [0.1, 0.0, -0.5], [0.0, -0.4, 1.3], [0.4, 0.7, -0.1], [-0.2, -0.4, 0.0], [0.3, 0.4, 0.7], [-1.0, 0.3, -0.6], [0.5, 0.2, 0.2], [-1.7, -1.2, -1.0], [0.2, 0.1, -0.2], [-0.4, 0.7, 0.4], [0.4, 0.0, -0.1], [0.1, 0.3, 0.1], [0.1, -0.2, 0.2], [-0.3, -0.3, 0.4], [-0.2, 0.1, 0.0], [0.2, 0.2, -0.3], [0.2, -0.1, 0.2], [0.0, -0.2, -0.4], [-0.2, -0.3, 0.1], [-0.2, 0.4, 0.1], [0.0, 0.1, -0.6], [0.1, 0.0, -0.5], [-0.4, 0.2, 0.4], [-0.1, -0.3, 0.0], [-0.1, -0.3, -0.1], [-0.1, 0.1, -0.5], [0.1, 0.2, 0.3], [0.1, 0.3, -0.3], [-0.3, -0.1, -0.1], [-0.3, 0.1, 0.2], [0.4, 0.0, -0.1], [0.2, 0.1, 0.0], [-0.1, 0.1, -0.2], [-0.4, 0.1, 0.0], [-0.1, -0.3, 0.2], [0.0, 0.1, 0.4], [-0.2, 0.3, -0.2], [0.2, -0.3, -0.3], [0.5, 0.0, 0.4], [0.3, -0.3, 0.1], [-0.2, 0.4, -0.1], [-0.2, -0.6, 0.1], [0.2, 0.6, -0.2], [0.1, 0.5, 0.0], [-0.4, -0.4, 0.1], [0.1, -0.1, -0.3], [-0.4, -0.2, -0.1], [0.1, 0.1, 0.3], [-0.1, 0.1, 0.0], [0.2, -0.2, 0.5], [0.2, 0.0, -0.4], [-0.2, -0.1, 0.0], [-0.2, 0.0, -0.1], [-0.2, 0.1, -0.4], [0.3, -0.3, 0.1], [-0.4, -0.2, 0.0], [0.2, 0.3, 0.3], [0.1, -0.2, 0.2], [0.0, 0.0, 0.0], [0.0, 0.0, 0.0], [0.0, 0.0, 0.0], [0.0, 0.0, 0.0], [0.0, 0.0, 0.0], [0.0, 0.0, 0.0], [0.0, 0.0, 0.0], [0.0, 0.0, 0.0], [0.0, 0.0, 0.0], [0.0, 0.0, 0.0], [0.0, 0.0, 0.0], [0.0, 0.0, 0.0], [0.0, 0.0, 0.0], [0.0, 0.0, 0.0], [0.0, 0.0, 0.0], [0.0, 0.0, 0.0], [0.0, 0.0, 0.0], [0.0, 0.0, 0.0], [0.0, 0.0, 0.0], [0.0, 0.0, 0.0], [0.0, 0.0, 0.0], [0.0, 0.0, 0.0], [0.0, 0.0, 0.0], [0.0, 0.0, 0.0], [0.0, 0.0, 0.0], [0.0, 0.0, 0.0], [0.0, 0.0, 0.0], [0.0, 0.0, 0.0], [-0.1, 0.0, 0.0], [0.0, 0.0, 0.0], [0.0, 0.0, 0.0], [0.0, 0.0, 0.0], [0.0, 0.0, 0.0], [0.0, 0.0, 0.0], [-0.1, 0.1, 0.3], [0.0, 0.0, 0.0], [0.0, 0.0, 0.0], [0.0, 0.0, 0.0], [0.0, 0.0, 0.0], [0.0, 0.0, 0.0], [0.0, 0.0, 0.0], [0.0, 0.0, 0.0], [0.0, 0.0, 0.0], [0.0, 0.0, 0.0], [0.0, 0.0, 0.0], [0.0, 0.0, 0.0], [0.0, 0.0, 0.0], [0.0, 0.0, 0.0], [0.0, 0.0, 0.0], [0.0, 0.0, 0.0], [0.0, 0.0, 0.0], [0.0, 0.0, 0.0], [0.0, 0.0, 0.0], [0.0, 0.0, 0.0], [0.0, 0.0, 0.0], [0.0, 0.0, 0.0], [0.0, 0.0, 0.0], [0.0, 0.0, 0.0], [0.0, 0.0, 0.0], [0.0, 0.0, 0.0]]
}


[2]
{
  "formula": "C53H83BCaN6OPTe",
  "method": "ωB97M-V/def2-TZVPD",
  "e_above_lowest_kcal_mol": 0.00,
  "charge": -1,
  "homo_energy_ev": -3.55,
  "e_lumo_ev": 2.1,
  "homo_lumo_gap_ev": 5.68,
  "elements": ["Ca", "C", "N", "C", "P", "O", "N", "C", "C", "N", "C", "C", "H", "H", "H", "H", "H", "H", "H", "H", "H", "H", "H", "H", "H", "H", "H", "H", "H", "H", "C", "C", "C", "C", "C", "C", "C", "C", "N", "C", "C", "C", "C", "H", "H", "H", "H", "H", "H", "H", "H", "H", "H", "H", "H", "H", "H", "H", "H", "H", "H", "C", "C", "C", "C", "C", "C", "Te", "C", "C", "C", "H", "H", "H", "H", "H", "H", "H", "H", "H", "H", "H", "C", "C", "C", "C", "C", "C", "C", "C", "C", "C", "C", "C", "N", "B", "N", "C", "C", "C", "C", "C", "C", "C", "C", "C", "C", "C", "C", "C", "C", "H", "H", "H", "H", "H", "H", "H", "H", "H", "H", "H", "H", "H", "H", "H", "H", "H", "H", "H", "H", "H", "H", "H", "H", "H", "H", "H", "H", "H", "H", "H", "H", "H", "H", "H", "H"],
  "coordinates": [[0.355, 0.319, -0.380], [-4.835, -3.275, -1.504], [-3.552, -2.645, -1.723], [-2.479, -3.596, -2.010], [-3.229, -1.132, -2.326], [-2.072, -0.493, -1.651], [-2.929, -1.290, -3.957], [-1.640, -0.954, -4.533], [-3.707, -2.208, -4.762], [-4.628, -0.227, -2.158], [-4.367, 1.209, -2.266], [-5.898, -0.539, -2.794], [-4.676, -4.150, -0.875], [-5.316, -3.617, -2.431], [-5.504, -2.612, -0.961], [-2.326, -4.234, -1.138], [-1.543, -3.073, -2.212], [-2.716, -4.227, -2.875], [-1.118, -0.279, -3.862], [-1.780, -0.454, -5.497], [-1.019, -1.843, -4.695], [-4.663, -2.443, -4.300], [-3.171, -3.152, -4.927], [-3.910, -1.768, -5.742], [-3.443, 1.464, -1.757], [-5.187, 1.755, -1.796], [-4.298, 1.519, -3.316], [-6.062, -1.604, -2.904], [-5.966, -0.081, -3.790], [-6.712, -0.137, -2.184], [2.585, -2.385, -6.491], [2.164, -2.173, -5.057], [2.233, -3.226, -4.153], [1.839, -3.002, -2.833], [1.957, -4.083, -1.791], [1.365, -1.761, -2.479], [1.274, -0.632, -3.349], [1.707, -0.918, -4.676], [0.744, 0.488, -2.815], [0.615, 1.798, -3.455], [-0.741, 2.359, -3.011], [0.623, 1.908, -4.989], [1.735, 2.710, -2.941], [2.996, -3.384, -6.637], [3.343, -1.659, -6.789], [1.736, -2.267, -7.169], [2.619, -4.193, -4.456], [2.410, -4.982, -2.209], [0.980, -4.354, -1.383], [2.577, -3.739, -0.960], [1.083, -1.623, -1.438], [1.685, -0.166, -5.442], [-1.546, 1.773, -3.455], [-0.854, 3.405, -3.308], [-0.864, 2.309, -1.926], [-0.096, 1.227, -5.449], [1.610, 1.722, -5.403], [0.342, 2.929, -5.262], [1.721, 2.772, -1.854], [1.649, 3.723, -3.347], [2.705, 2.290, -3.214], [8.531, 3.154, 2.262], [7.350, 2.413, 1.691], [7.309, 1.029, 1.659], [6.234, 0.330, 1.109], [6.324, -1.170, 1.046], [5.132, 1.029, 0.591], [3.577, -0.022, -0.416], [5.170, 2.435, 0.612], [4.051, 3.271, 0.061], [6.269, 3.096, 1.151], [9.256, 2.462, 2.691], [8.226, 3.851, 3.046], [9.041, 3.736, 1.490], [8.148, 0.466, 2.056], [7.248, -1.519, 1.511], [6.288, -1.520, 0.014], [5.479, -1.637, 1.550], [3.086, 2.829, 0.304], [4.109, 3.327, -1.029], [4.093, 4.285, 0.465], [6.268, 4.184, 1.164], [2.583, -0.843, 3.319], [1.865, 0.155, 4.221], [2.410, 0.070, 5.650], [1.948, 1.565, 3.665], [3.125, 2.289, 3.799], [3.214, 3.593, 3.347], [2.113, 4.184, 2.756], [0.914, 3.493, 2.588], [-0.255, 4.265, 1.995], [-1.515, 4.269, 2.865], [-0.592, 3.850, 0.565], [0.853, 2.165, 3.027], [-0.362, 1.421, 2.965], [-0.825, 0.467, 1.925], [-1.926, -0.164, 2.691], [-2.012, 0.341, 3.990], [-1.077, 1.283, 4.153], [-2.788, -1.248, 2.388], [-2.267, -2.542, 2.276], [-3.152, -3.603, 2.098], [-4.518, -3.392, 2.065], [-5.021, -2.104, 2.171], [-4.170, -1.017, 2.329], [-4.699, 0.402, 2.429], [-4.477, 1.126, 1.101], [-6.166, 0.488, 2.840], [-0.783, -2.822, 2.385], [-0.216, -3.330, 1.061], [-0.476, -3.797, 3.523], [2.495, -1.856, 3.722], [3.640, -0.594, 3.239], [2.182, -0.827, 2.305], [0.814, -0.135, 4.260], [3.498, 0.145, 5.670], [2.140, -0.891, 6.095], [2.006, 0.864, 6.280], [3.992, 1.827, 4.254], [4.143, 4.138, 3.440], [2.173, 5.213, 2.417], [0.096, 5.301, 1.943], [-2.005, 3.296, 2.859], [-2.223, 5.009, 2.486], [-1.277, 4.525, 3.899], [-1.027, 2.846, 0.557], [0.303, 3.865, -0.061], [-1.318, 4.535, 0.120], [-2.736, -0.026, 4.702], [-0.855, 1.875, 5.027], [-2.763, -4.612, 2.020], [-5.196, -4.231, 1.960], [-6.092, -1.950, 2.143], [-4.114, 0.922, 3.190], [-5.056, 0.630, 0.321], [-3.427, 1.097, 0.806], [-4.796, 2.170, 1.170], [-6.828, 0.131, 2.047], [-6.429, 1.528, 3.039], [-6.373, -0.093, 3.741], [-0.286, -1.880, 2.609], [-0.593, -4.329, 0.824], [0.874, -3.382, 1.100], [-0.499, -2.669, 0.237], [-0.882, -4.791, 3.319], [-0.902, -3.445, 4.464], [0.603, -3.898, 3.653]],
  "forces_ev_per_a": [[0.1, -0.1, -1.2], [0.0, 0.1, 0.2], [0.0, 0.0, -0.3], [0.0, 0.0, 0.0], [0.2, 0.1, 0.2], [-0.1, 0.1, 0.0], [-0.1, -0.1, 0.0], [0.0, 0.0, -0.1], [0.1, 0.0, -0.1], [0.0, 0.0, 0.3], [0.0, 0.1, 0.1], [0.1, 0.0, -0.1], [0.0, 0.0, 0.1], [0.0, 0.0, 0.0], [0.0, 0.1, 0.0], [0.0, 0.0, 0.0], [0.0, 0.0, 0.0], [0.0, 0.0, 0.0], [0.2, -0.1, 0.0], [-0.1, 0.0, 0.0], [0.0, 0.0, 0.0], [0.0, 0.0, 0.0], [0.0, 0.0, 0.0], [0.0, 0.0, 0.0], [0.0, 0.0, 0.0], [0.0, 0.0, 0.0], [0.0, 0.0, 0.0], [0.0, -0.1, 0.1], [0.0, 0.0, 0.0], [0.0, 0.0, 0.0], [0.0, 0.0, 0.0], [0.0, 0.0, 0.0], [0.0, 0.0, 0.0], [0.0, 0.0, 0.0], [0.0, 0.0, 0.0], [-0.1, 0.1, 0.0], [-0.1, 0.0, 0.0], [0.0, 0.0, 0.1], [0.0, 0.0, 0.1], [0.1, 0.0, 0.0], [0.0, 0.1, 0.0], [-0.1, -0.1, 0.0], [0.0, 0.0, -0.1], [0.0, 0.0, 0.0], [0.0, 0.0, 0.0], [0.0, 0.0, 0.0], [0.0, 0.0, 0.0], [0.0, 0.0, 0.0], [0.0, 0.0, 0.0], [0.0, 0.0, 0.0], [0.0, -0.3, 0.1], [0.0, 0.1, -0.1], [-0.1, 0.0, 0.0], [0.0, 0.0, 0.0], [0.0, 0.0, 0.1], [0.1, 0.0, 0.0], [0.0, 0.0, 0.0], [0.0, 0.0, 0.0], [0.0, 0.0, 0.2], [0.0, 0.0, 0.0], [0.0, 0.0, 0.0], [0.0, 0.0, 0.0], [0.0, 0.0, 0.0], [0.0, 0.0, 0.0], [0.0, -0.1, 0.0], [0.0, 0.0, 0.1], [0.0, 0.1, 0.0], [0.0, -0.1, -0.1], [0.0, 0.0, 0.2], [0.0, 0.0, -0.1], [-0.1, 0.0, 0.1], [0.0, 0.0, 0.0], [0.0, 0.0, 0.0], [0.0, 0.0, 0.0], [0.0, 0.0, 0.0], [0.0, 0.0, 0.0], [0.0, 0.0, 0.0], [-0.1, -0.1, 0.0], [-0.1, 0.0, 0.0], [0.0, -0.1, 0.0], [0.0, 0.0, 0.0], [0.0, 0.0, 0.0], [-0.1, 0.0, 0.0], [-0.1, -0.1, 0.1], [0.0, 0.0, 0.0], [0.1, -0.1, 0.0], [0.1, 0.0, 0.0], [0.0, -0.1, -0.1], [0.0, 0.0, 0.0], [0.0, 0.1, 0.0], [0.0, 0.0, 0.0], [0.0, 0.0, 0.0], [0.1, -0.1, -0.1], [-0.2, 0.0, 0.1], [0.0, -0.1, -0.2], [-0.3, 0.3, 1.0], [0.1, 0.0, -0.1], [0.0, 0.0, 0.1], [0.1, 0.1, 0.0], [0.2, -0.1, 0.0], [0.0, 0.0, -0.1], [0.0, 0.0, 0.0], [0.0, 0.0, -0.1], [0.0, 0.0, 0.0], [-0.1, 0.0, 0.0], [0.0, 0.0, 0.0], [0.0, 0.0, 0.0], [0.0, 0.0, 0.0], [0.0, 0.0, 0.0], [0.0, 0.0, 0.0], [0.0, 0.0, 0.0], [0.0, 0.0, 0.0], [0.2, 0.0, 0.0], [0.0, 0.0, 0.0], [0.0, 0.0, 0.0], [0.0, 0.0, 0.0], [0.0, 0.0, 0.0], [0.0, 0.0, 0.0], [0.0, 0.0, 0.0], [0.1, 0.0, 0.0], [0.0, 0.0, 0.0], [0.0, 0.0, 0.0], [0.0, 0.0, 0.0], [0.0, 0.0, 0.0], [0.0, 0.0, 0.0], [0.0, 0.0, 0.0], [0.0, -0.1, 0.0], [0.0, 0.0, 0.0], [0.0, 0.0, 0.0], [0.0, 0.0, 0.0], [0.0, 0.0, 0.0], [0.0, 0.0, 0.0], [0.0, 0.0, 0.0], [-0.1, 0.0, -0.1], [0.0, 0.0, -0.1], [0.0, 0.0, 0.0], [0.0, 0.0, 0.0], [0.0, 0.0, 0.0], [0.0, 0.0, 0.0], [0.0, 0.0, 0.0], [0.0, 0.0, 0.0], [0.0, 0.0, 0.0], [0.0, 0.0, 0.0], [0.0, 0.0, 0.0], [0.0, 0.0, 0.0], [0.0, 0.0, 0.0], [0.0, 0.0, 0.0]]
}